1.
Formula: C21H15ClF4N
Source: the OMol25 dataset
Level of theory: ωB97M-V/def2-TZVPD

Last column: Mulliken charge in e.
CARTESIAN COORDINATES (ANGSTROEM)
1 F -3.8833 4.4711 -1.1548  -0.2846
2 C -3.8572 3.0963 -1.0817  0.4777
3 C -5.0693 2.4160 -1.1241  -0.6785
4 C -4.9801 1.0230 -1.0902  0.3511
5 F -6.1541 0.3032 -1.1465  -0.2828
6 C -3.7769 0.3352 -0.9936  -0.7936
7 C -2.5463 1.0496 -0.9093  0.9700
8 C -1.2898 0.3626 -0.8154  0.0939
9 C -0.0507 0.9842 -1.0208  -0.5168
10 C 1.2051 0.3750 -0.9583  -0.3207
11 C 2.4546 1.0715 -1.0392  1.0840
12 C 3.6750 0.3371 -1.0840  -0.7973
13 C 4.8918 0.9965 -1.1266  0.2958
14 F 6.0526 0.2524 -1.1538  -0.2799
15 C 5.0121 2.3880 -1.1455  -0.6230
16 C 3.8078 3.0955 -1.1242  0.4227
17 F 3.8808 4.4715 -1.1536  -0.2857
18 C 2.5523 2.4975 -1.0722  -0.8397
19 C -2.6172 2.4761 -0.9642  -0.9190
20 H -6.0190 2.9351 -1.1866  0.4961
21 H -3.7573 -0.7570 -1.0562  0.4809
22 H -1.3264 -0.7168 -0.6372  0.2566
23 H -0.0869 2.0436 -1.2950  0.1926
24 H 1.2625 -0.7234 -0.9182  0.4267
25 H 3.6296 -0.7479 -1.0666  0.4644
26 H 5.9797 2.8861 -1.1836  0.4858
27 H 1.6503 3.1024 -1.0408  0.5283
28 H -1.7065 3.0689 -0.9684  0.5397
29 Cl 2.8039 -5.2939 2.5911  -0.2051
30 C 1.4600 -4.2351 2.3754  0.3412
31 C 1.3167 -3.1304 3.2341  -0.6836
32 C 0.2427 -2.2586 3.0370  -0.4584
33 C -0.6503 -2.4670 1.9613  0.5696
34 N -1.5671 -1.4885 1.6292  -0.4246
35 C -0.5271 -3.6185 1.1531  -0.2814
36 C 0.5484 -4.4919 1.3357  -0.7461
37 H 2.0550 -2.9523 4.0161  0.4055
38 H 0.1108 -1.4059 3.7032  0.3149
39 H -2.3732 -1.7721 1.0859  0.2766
40 H -1.8058 -0.8171 2.3484  0.1998
41 H -1.2533 -3.8173 0.3645  0.3409
42 H 0.7061 -5.3448 0.6755  0.4060

Forces on atoms 1 to 2 (eV/Å):
F 0.01 -1.66 0.11
C 0.46 1.22 0.03

## Properties
Calculated total energy (Ha): -1723.34983
E_HOMO (eV): -10.6
2S+1: 1
Total charge: +1
Lowest unoccupied orbital energy (eV): -6.434

---

2.
Formula: C21H15F3N3O4S
Source: the OMol25 dataset
Level of theory: ωB97M-V/def2-TZVPD

Last column: Mulliken charge in e.
CARTESIAN COORDINATES (ANGSTROEM)
1 F 5.4394 2.0924 1.8719  -0.2744
2 C 4.9851 0.9798 2.5286  0.7901
3 F 5.6031 -0.0945 1.9441  -0.2744
4 F 5.4523 1.0633 3.8177  -0.2596
5 C 3.4761 0.8739 2.4776  0.3100
6 C 2.8809 -0.3865 2.4369  -0.7199
7 C 1.5140 -0.4604 2.1888  -0.5630
8 C 0.7353 0.6924 2.0254  0.8376
9 C -0.6632 0.4898 1.6102  -0.5445
10 S -1.7354 1.8612 2.0936  1.3299
11 C -3.3821 1.1422 2.2679  -0.1231
12 C -4.1166 0.8654 1.1167  -0.3608
13 C -5.4093 0.3592 1.2478  -0.5146
14 C -5.9667 0.1626 2.5132  -0.4003
15 C -5.2204 0.4599 3.6556  -0.4770
16 C -3.9215 0.9584 3.5427  -0.2606
17 O -1.3441 2.2281 3.4380  -0.6646
18 O -1.7893 2.8300 1.0271  -0.6457
19 C 1.3338 1.9428 2.2074  -0.1645
20 C 2.7065 2.0393 2.4434  -1.0685
21 H 3.4657 -1.2960 2.5758  0.3670
22 H 0.9967 -1.4164 2.1833  0.3391
23 H -1.1417 -0.4083 2.0190  0.5043
24 H -3.6749 1.0589 0.1399  0.3753
25 H -5.9755 0.1312 0.3484  0.3582
26 H -6.9831 -0.2147 2.6075  0.3642
27 H -5.6429 0.3158 4.6487  0.3538
28 H -3.3299 1.2165 4.4202  0.4167
29 H 0.7689 2.8694 2.2477  0.3208
30 H 3.1842 3.0122 2.5860  0.3447
31 H -1.7055 -0.1910 -2.9206  0.3327
32 C -0.6929 -0.4175 -2.5515  -0.6658
33 C 0.2292 -0.9946 -3.4892  0.9277
34 C -0.1892 -1.4344 -4.7862  -0.7446
35 C 0.6992 -2.0284 -5.6655  -0.3372
36 C 2.0537 -2.1832 -5.2748  -0.0181
37 N 2.9751 -2.8521 -6.1402  0.9111
38 O 4.1660 -2.9709 -5.7587  -0.6308
39 O 2.5570 -3.2924 -7.2412  -0.6393
40 C 2.4997 -1.7076 -4.0138  -0.4346
41 C 1.5965 -1.1264 -3.1399  -0.6636
42 N -0.3662 -0.1919 -1.2979  0.0042
43 N -0.7433 0.3506 -0.2880  -0.3291
44 H -1.2304 -1.3227 -5.0896  0.3011
45 H 0.4177 -2.4134 -6.6494  0.4224
46 H 3.5488 -1.8291 -3.7501  0.4231
47 H 1.9391 -0.7630 -2.1745  0.4444

Forces on atoms 1 to 2 (eV/Å):
F -0.15 -0.75 0.60
C -0.23 0.05 0.00

## Properties
Calculated total energy (Ha): -1972.08725
E_HOMO (eV): -3.4
2S+1: 1
Total charge: -1
Lowest unoccupied orbital energy (eV): 2.046

---

3.
Formula: C21H15MnN5O2S3
Source: the OMol25 dataset
Level of theory: ωB97M-V/def2-TZVPD

Last column: Mulliken charge in e.
CARTESIAN COORDINATES (ANGSTROEM)
1 Mn 2.5501 -0.5989 -0.6543  0.4233
2 O 0.1739 3.7353 1.6547  -0.6753
3 C -0.4387 2.6702 2.1940  0.4952
4 C -1.5891 2.9222 2.9468  -0.7020
5 C -2.2801 1.8857 3.5303  -0.2889
6 C -1.8538 0.5647 3.3833  -0.7844
7 C -0.7271 0.3088 2.6395  -0.4474
8 C 0.0023 1.3438 2.0348  0.5427
9 C 1.1477 0.9744 1.1920  1.0398
10 O 1.3668 -0.2584 0.9479  -0.8899
11 N 1.9033 1.9729 0.6944  -1.1039
12 N 2.7456 1.4641 -0.2249  0.2168
13 C 3.7379 2.0944 -0.7389  -0.3762
14 C 4.5680 1.3056 -1.6829  0.8556
15 C 5.5501 1.9052 -2.4576  -0.8458
16 C 6.2781 1.1206 -3.3378  -0.1478
17 C 6.0050 -0.2370 -3.4242  -0.7281
18 C 5.0186 -0.7665 -2.6076  0.0024
19 N 4.3232 -0.0254 -1.7469  -0.2757
20 H 0.9657 3.4139 1.1667  0.5087
21 H -1.9183 3.9463 3.0445  0.4308
22 H -3.1697 2.1018 4.1070  0.3792
23 H -2.4086 -0.2443 3.8357  0.4302
24 H -0.3798 -0.7043 2.4916  0.3783
25 H 3.9797 3.1273 -0.5056  0.4021
26 H 5.7276 2.9679 -2.3728  0.3746
27 H 7.0459 1.5678 -3.9542  0.4212
28 H 6.5398 -0.8803 -4.1061  0.3800
29 H 4.7718 -1.8211 -2.6392  0.4177
30 S -3.1711 1.3497 -0.2721  -0.2853
31 C -2.2084 0.1351 -0.8453  0.1451
32 S -0.6867 0.4687 -1.6185  -0.0768
33 C -0.3175 -1.2203 -1.6636  0.4345
34 N -1.2513 -1.9783 -1.2120  -0.8775
35 N -2.3249 -1.2176 -0.7806  0.6902
36 C -3.4217 -1.9744 -0.2688  0.5182
37 C -4.7243 -1.5055 -0.3579  -0.5374
38 C -5.7582 -2.2840 0.1415  -0.6465
39 C -5.5048 -3.5168 0.7190  -0.4467
40 C -4.1985 -3.9820 0.7842  -0.5860
41 C -3.1553 -3.2189 0.2910  -0.2820
42 S 1.2326 -1.8009 -2.2414  -0.3958
43 H -4.9310 -0.5525 -0.8126  0.3362
44 H -6.7728 -1.9162 0.0687  0.3646
45 H -6.3168 -4.1146 1.1090  0.3865
46 H -3.9856 -4.9478 1.2212  0.3553
47 H -2.1394 -3.5805 0.3280  0.4700

Forces on atoms 1 to 2 (eV/Å):
Mn -0.57 -0.59 -0.27
O 0.16 -0.05 -0.08

## Properties
Calculated total energy (Ha): -3579.13472
<S²>: 8.76
Energy relative to the best compared isomer or geometry (same formula, charge and spin) (kcal/mol): 5.9
E_HOMO (spin up / spin down) (eV): -7.5 / -7.5
2S+1: 6
Lowest unoccupied orbital energy (spin up / spin down) (eV): -1.205 / -1.415

---

4.
Formula: C21H16Co2NO6
Source: the OMol25 dataset
Level of theory: ωB97M-V/def2-TZVPD

Last column: Mulliken charge in e.
CARTESIAN COORDINATES (ANGSTROEM)
1 C 1.6359 -2.2102 -2.6268  -1.2026
2 C 0.7438 -1.1560 -3.1529  1.3298
3 C -0.6001 -0.9458 -2.8173  -1.0869
4 N -1.0440 0.1415 -3.5360  0.0066
5 C -0.0248 0.6663 -4.2903  0.3050
6 C -0.2286 1.8434 -5.1451  -1.2523
7 C 1.1082 -0.1159 -4.0661  -0.8988
8 H 2.6088 -2.1707 -3.1362  0.3504
9 H 1.8182 -2.0865 -1.5448  0.1483
10 H 1.2201 -3.2199 -2.7795  0.2827
11 H -1.2836 -1.5891 -2.2774  0.6607
12 H -1.9847 0.5220 -3.5047  0.2532
13 H 0.6472 1.9748 -5.7868  0.3034
14 H -1.1163 1.7234 -5.7792  0.3242
15 H -0.3574 2.7577 -4.5501  0.2635
16 H 2.0854 0.0368 -4.5113  0.3391
17 O 2.9043 -2.0836 4.9838  -0.3858
18 C 2.2847 -1.6465 4.1128  0.2125
19 Co 1.1748 -1.2614 2.7328  0.1903
20 C 0.6825 -2.9413 2.4540  0.1030
21 O 0.3454 -4.0221 2.2215  -0.3934
22 C -0.1851 -0.5741 3.6574  0.1769
23 O -1.1229 -0.2774 4.2670  -0.3849
24 C 1.9221 -0.2113 1.4529  -0.3531
25 C 0.6822 -0.6466 1.0910  -0.4339
26 C -0.3519 -0.7518 0.2203  -0.2026
27 C -1.5953 -0.0629 0.4709  0.8229
28 C -2.8035 -0.5193 -0.1133  -0.6423
29 C -4.0147 0.1020 0.1672  -0.5830
30 C -4.0630 1.2076 1.0294  -0.4659
31 C -2.8816 1.6779 1.6149  -0.6396
32 C -1.6656 1.0503 1.3482  -0.2732
33 Co 2.1800 1.0297 2.9714  0.1513
34 C 3.5597 0.7777 4.0283  0.1503
35 O 4.4897 0.7009 4.7102  -0.3995
36 C 0.9908 1.9697 3.8691  0.1738
37 O 0.2722 2.6777 4.4355  -0.3839
38 C 2.7381 2.3087 1.9514  0.1499
39 O 3.0918 3.1672 1.2620  -0.4003
40 H 2.8153 -0.2991 0.8236  0.5624
41 H -0.3240 -1.5370 -0.5297  0.5632
42 H -2.7573 -1.3952 -0.7640  0.2695
43 H -4.9331 -0.2800 -0.2826  0.3449
44 H -5.0160 1.6993 1.2395  0.3290
45 H -2.9080 2.5379 2.2872  0.3824
46 H -0.7399 1.4315 1.7917  0.2327

Forces on atoms 1 to 2 (eV/Å):
C 0.43 -0.60 0.34
C -1.41 0.93 -0.05

## Properties
Calculated total energy (Ha): -4081.48685
Energy relative to the best compared isomer or geometry (same formula, charge and spin) (kcal/mol): 31.1
E_HOMO (eV): -2.7
2S+1: 1
Total charge: -1
Lowest unoccupied orbital energy (eV): 2.446